<i>
Formula: CH3O2S2
Source: the Open Molecules 2025 dataset
Level of theory: wB97M-V/def2-TZVPD

Cartesian coordinates (Å):
S -1.816 -0.192 0.910
S 0.299 -0.968 0.316
O 1.969 -0.178 0.003
O -0.073 -1.586 -0.908
C 0.866 0.667 -0.004
H 0.750 1.160 0.872
H 0.662 1.207 -0.937
H -2.657 -0.108 -0.252

## Properties
- 2S+1: 1
- Frontier orbital gap: 7.3 eV
- HOMO: -3.472 eV
- Molecular weight: 111.17 g mol⁻¹
- Total charge: -1

Here are the natural (NBO) charges for atoms 1 to 6, given in e: -0.737 1.393 -0.796 -0.997 -0.297 0.149


<ii>
Formula: CH3O2S2
Source: the Open Molecules 2025 dataset
Level of theory: wB97M-V/def2-TZVPD

Cartesian coordinates (Å):
S 1.793 0.681 0.401
S -1.133 -0.830 1.611
O 1.675 1.424 -0.854
O 3.028 -0.121 0.477
C -1.308 -0.333 -0.191
H -2.456 -0.531 -0.404
H -0.950 0.704 -0.287
H -0.649 -0.995 -0.752

## Properties
- 2S+1: 1
- Frontier orbital gap (alpha / beta): 5.2 / 5.2 eV
- HOMO (alpha / beta): -2.699 / -2.697 eV
- Molecular weight: 111.17 g mol⁻¹
- Total charge: -1

Here are the natural (NBO) charges for atoms 1 to 6, given in e: 1.640 -0.696 -0.875 -0.870 -0.754 0.191


Name the least stable of them. <i>.


<i>
Formula: C4H7ClN2
Source: the Open Molecules 2025 dataset
Level of theory: wB97M-V/def2-TZVPD

Cartesian coordinates (Å):
Cl -1.366 -0.420 0.228
N 1.852 -0.379 -0.670
N 1.233 0.534 -0.195
C -1.801 -0.317 -2.487
C 0.547 0.370 -1.486
C 0.965 1.306 -2.555
C -0.677 -0.530 -1.453
H 1.681 2.100 -2.150
H 1.279 0.880 -3.467
H 0.064 1.707 -2.905
H -1.404 -0.084 -3.456
H -2.365 0.574 -2.169
H -2.443 -1.212 -2.513
H -0.455 -1.562 -1.632

## Properties
- 2S+1: 1
- Frontier orbital gap: 9.8 eV
- HOMO: -8.909 eV
- Molecular weight: 118.57 g mol⁻¹

Here are the natural (NBO) charges for atoms 1 to 6, given in e: -0.072 -0.030 -0.088 -0.617 0.086 -0.652


<ii>
Formula: C4H7ClN2
Source: the Open Molecules 2025 dataset
Level of theory: wB97M-V/def2-TZVPD

Cartesian coordinates (Å):
Cl 2.620 -1.401 -0.075
N 1.785 -0.046 0.570
N 1.625 2.100 -0.577
C -0.480 -0.556 0.345
C -1.001 0.668 0.978
C -0.600 -0.778 -1.102
C 1.764 1.052 -0.108
H -1.570 -1.245 -1.310
H -0.326 -1.422 0.973
H -0.598 0.788 1.981
H -0.756 1.547 0.381
H -0.535 0.155 -1.658
H 0.162 -1.472 -1.455
H -2.092 0.610 1.057

## Properties
- 2S+1: 1
- Frontier orbital gap (alpha / beta): 7.9 / 7.9 eV
- HOMO (alpha / beta): -8.831 / -8.831 eV
- Molecular weight: 118.57 g mol⁻¹

Here are the natural (NBO) charges for atoms 1 to 6, given in e: 0.112 -0.589 -0.428 0.255 -0.723 -0.726


<iii>
Formula: C4H7ClN2
Source: the Open Molecules 2025 dataset
Level of theory: wB97M-V/def2-TZVPD

Cartesian coordinates (Å):
Cl -1.790 2.209 -1.179
N 1.256 -1.285 -0.098
N 1.951 -0.135 -0.401
C -0.189 0.533 0.377
C 0.072 -1.011 0.711
C 1.194 0.836 -0.169
C -1.239 0.527 -0.715
H -0.590 1.262 1.079
H -0.781 -1.614 0.439
H 0.163 -1.096 1.785
H -1.002 -0.133 -1.533
H 1.797 -1.983 0.423
H 1.314 1.786 -0.502
H -2.156 0.103 -0.216

## Properties
- 2S+1: 1
- Frontier orbital gap: 9.9 eV
- HOMO: -9.034 eV
- Molecular weight: 118.57 g mol⁻¹

Here are the natural (NBO) charges for atoms 1 to 6, given in e: -0.093 -0.459 -0.195 -0.317 -0.246 0.028


<iv>
Formula: C4H7ClN2
Source: the Open Molecules 2025 dataset
Level of theory: wB97M-V/def2-TZVPD

Cartesian coordinates (Å):
Cl -3.329 0.149 0.153
N -1.757 0.741 -0.097
N -0.970 -1.545 -0.257
C 0.851 1.443 -0.189
C 0.567 0.151 -0.006
C 1.600 -0.811 0.261
C -0.829 -0.312 -0.029
H -0.034 2.003 -0.474
H -1.835 -1.969 -0.463
H 2.458 -0.402 -0.139
H -1.571 1.564 0.400
H 1.756 1.844 -0.189
H 1.751 -1.078 1.317
H 1.341 -1.777 -0.287

## Properties
- 2S+1: 1
- Frontier orbital gap: 10.4 eV
- HOMO: -9.646 eV
- Molecular weight: 118.57 g mol⁻¹

Here are the natural (NBO) charges for atoms 1 to 6, given in e: 0.123 -0.616 -0.673 -0.373 -0.021 -0.649


Name the least stable of them. <ii>.


<i>
Formula: C3H5NS3
Source: the Open Molecules 2025 dataset
Level of theory: wB97M-V/def2-TZVPD

Cartesian coordinates (Å):
S -2.764 0.134 -0.136
S 0.377 1.505 -0.607
S 1.486 -1.156 -0.462
N 1.789 1.395 0.310
C 2.247 0.225 0.332
C -0.056 -0.229 -0.724
C -1.142 -0.680 0.280
H -2.465 1.377 0.329
H -1.337 -1.739 0.159
H -0.874 -0.396 1.305
H 3.108 0.001 0.937
H -0.371 -0.436 -1.724

## Properties
- 2S+1: 1
- Frontier orbital gap: 9.3 eV
- HOMO: -8.666 eV
- Molecular weight: 151.28 g mol⁻¹

Here are the natural (NBO) charges for atoms 1 to 6, given in e: -0.067 0.438 0.248 -0.545 -0.079 -0.542


<ii>
Formula: C3H5NS3
Source: the Open Molecules 2025 dataset
Level of theory: wB97M-V/def2-TZVPD

Cartesian coordinates (Å):
S -1.419 2.415 -0.054
S 3.245 0.293 -0.260
S -1.225 -0.575 -0.979
N 1.680 0.815 0.204
C -1.735 -1.356 0.606
C 0.861 0.931 -0.856
C -0.621 0.952 -0.476
H 1.020 0.811 -2.073
H -2.211 -2.254 0.526
H 3.832 0.087 0.933
H -2.514 -0.755 1.045
H -0.914 -1.364 1.385

## Properties
- 2S+1: 1
- Frontier orbital gap: 7.4 eV
- HOMO: -8.665 eV
- Molecular weight: 151.28 g mol⁻¹

Here are the natural (NBO) charges for atoms 1 to 6, given in e: 0.094 0.168 0.279 -0.534 -0.715 -0.004


<iii>
Formula: C3H5NS3
Source: the Open Molecules 2025 dataset
Level of theory: wB97M-V/def2-TZVPD

Cartesian coordinates (Å):
S -0.974 3.104 0.833
S 0.337 -1.213 -0.985
S -0.434 0.026 1.760
N -0.566 2.490 -0.569
C -0.235 0.077 0.106
C -0.408 1.211 -0.810
C 0.782 -2.536 0.008
H 1.371 -2.129 0.835
H -0.281 0.864 -1.806
H 1.369 -3.346 -0.375
H -0.855 4.444 0.354
H -0.106 -2.990 0.649

## Properties
- 2S+1: 1
- Frontier orbital gap: 7.5 eV
- HOMO: -8.619 eV
- Molecular weight: 151.28 g mol⁻¹

Here are the natural (NBO) charges for atoms 1 to 6, given in e: 0.364 0.365 -0.009 -0.547 -0.338 -0.037


<iv>
Formula: C3H5NS3
Source: the Open Molecules 2025 dataset
Level of theory: wB97M-V/def2-TZVPD

Cartesian coordinates (Å):
S 0.660 0.386 1.788
S -0.959 1.745 -2.082
S 1.279 -1.642 -0.398
N 0.544 -0.305 -1.435
C -0.271 0.709 -1.014
C 0.293 -1.154 0.989
C -0.303 1.045 0.489
H -1.259 0.754 0.780
H 0.335 -2.101 1.941
H 0.997 -0.393 -2.329
H -0.859 -1.244 0.633
H -0.458 2.199 0.638

## Properties
- 2S+1: 1
- Frontier orbital gap: 8.7 eV
- HOMO: -8.513 eV
- Molecular weight: 151.28 g mol⁻¹

Here are the natural (NBO) charges for atoms 1 to 6, given in e: 0.318 -0.100 0.435 -0.705 0.076 -0.822


Name the least stable of them. <ii>.


<i>
Formula: C3H6N2O
Source: the Open Molecules 2025 dataset
Level of theory: wB97M-V/def2-TZVPD

Cartesian coordinates (Å):
O -0.363 2.179 -0.650
N 1.338 -1.538 0.341
N 0.714 0.661 0.736
C -1.539 0.132 -0.185
C 1.432 -0.315 0.016
C -0.403 1.126 -0.074
H 1.894 -2.117 -0.283
H -1.150 -0.822 -0.561
H -1.982 -0.080 0.794
H 0.350 0.180 1.557
H 2.010 0.084 -0.825
H -2.302 0.509 -0.866

## Properties
- 2S+1: 1
- Frontier orbital gap: 11.0 eV
- HOMO: -10.098 eV
- Molecular weight: 86.09 g mol⁻¹

Here are the natural (NBO) charges for atoms 1 to 6, given in e: -0.503 -0.670 -0.686 -0.739 0.273 0.705


<ii>
Formula: C3H6N2O
Source: the Open Molecules 2025 dataset
Level of theory: wB97M-V/def2-TZVPD

Cartesian coordinates (Å):
O -2.642 0.651 1.676
N 1.462 -0.169 -0.309
N -0.645 0.264 0.638
C 0.701 0.047 0.768
C 0.876 -0.252 -1.651
C -1.455 0.449 1.750
H -1.125 0.332 -0.257
H 0.564 0.750 -1.970
H -0.887 0.386 2.692
H 1.508 -0.920 0.705
H 1.635 -0.612 -2.347
H 0.007 -0.924 -1.696

## Properties
- 2S+1: 1
- Frontier orbital gap: 10.0 eV
- HOMO: -9.252 eV
- Molecular weight: 86.09 g mol⁻¹

Here are the natural (NBO) charges for atoms 1 to 6, given in e: -0.559 -0.527 -0.668 0.095 -0.478 0.555


Name the least stable of them. <ii>.


<i>
Formula: C3H6N2O
Source: the Open Molecules 2025 dataset
Level of theory: wB97M-V/def2-TZVPD

Cartesian coordinates (Å):
O -1.478 -0.896 0.429
N -0.388 -1.750 1.074
N -1.264 1.240 -0.362
C 1.664 0.486 0.063
C 0.634 -0.272 -0.327
C -0.775 0.036 -0.066
H 1.559 1.214 0.862
H 0.753 -1.094 -1.029
H 2.664 0.246 -0.271
H -2.214 1.515 -0.161
H -0.619 1.903 -0.766
H -0.537 -2.627 0.555

## Properties
- 2S+1: 1
- Frontier orbital gap (alpha / beta): 7.8 / 7.8 eV
- HOMO (alpha / beta): -7.162 / -7.161 eV
- Molecular weight: 86.09 g mol⁻¹

Here are the natural (NBO) charges for atoms 1 to 6, given in e: -0.354 -0.600 -0.763 -0.469 -0.243 0.660


<ii>
Formula: C3H6N2O
Source: the Open Molecules 2025 dataset
Level of theory: wB97M-V/def2-TZVPD

Cartesian coordinates (Å):
O 2.146 -0.020 0.505
N 0.497 -0.882 -0.965
N -0.820 0.984 -1.696
C -0.330 0.195 -0.839
C -0.628 0.293 0.926
C 1.224 -0.758 0.320
H 0.864 -1.519 1.020
H -0.021 0.796 1.720
H -1.426 1.714 -1.316
H -1.456 0.933 0.735
H 0.987 -1.121 -1.828
H -1.008 -0.627 1.414

## Properties
- 2S+1: 1
- Frontier orbital gap: 10.6 eV
- HOMO: -9.966 eV
- Molecular weight: 86.09 g mol⁻¹

Here are the natural (NBO) charges for atoms 1 to 6, given in e: -0.513 -0.710 -0.698 0.525 -0.772 0.558


Name the least stable of them. <i>.


<i>
Formula: C3H6N2O
Source: the Open Molecules 2025 dataset
Level of theory: wB97M-V/def2-TZVPD

Cartesian coordinates (Å):
O -2.286 2.230 -0.586
N -0.265 1.351 0.027
N 1.292 -0.353 0.382
C -1.253 1.684 -0.887
C 1.179 -1.757 0.655
C 0.761 0.464 -0.379
H 1.967 -2.172 1.293
H -0.562 1.262 0.997
H -1.039 1.355 -1.924
H 0.246 -1.840 1.218
H 1.130 -2.375 -0.256
H 1.024 0.641 -1.439

## Properties
- 2S+1: 1
- Frontier orbital gap: 9.1 eV
- HOMO: -8.490 eV
- Molecular weight: 86.09 g mol⁻¹

Here are the natural (NBO) charges for atoms 1 to 6, given in e: -0.562 -0.643 -0.547 0.530 -0.397 0.384


<ii>
Formula: C3H6N2O
Source: the Open Molecules 2025 dataset
Level of theory: wB97M-V/def2-TZVPD

Cartesian coordinates (Å):
O 1.762 -0.859 0.296
N 0.249 0.553 2.124
N -1.329 0.453 -1.212
C -0.332 0.175 -0.293
C 0.757 -0.553 -0.585
C -0.511 0.732 1.096
H 0.936 -0.959 -1.573
H -2.222 0.690 -0.786
H -1.412 1.354 1.230
H 1.042 -0.043 1.831
H -1.424 -0.261 -1.929
H 2.485 -1.284 -0.201

## Properties
- 2S+1: 1
- Frontier orbital gap: 8.5 eV
- HOMO: -7.946 eV
- Molecular weight: 86.09 g mol⁻¹

Here are the natural (NBO) charges for atoms 1 to 6, given in e: -0.697 -0.585 -0.803 0.006 0.074 0.079


Name the least stable of them. <i>.